C18H52AsF6O8 | wB97M-V/def2-TZVPD

```
! wB97M-V def2-TZVPD RIJCOSX def2/J DEFGRID3
* xyz -1 1
As 0.44180 1.18556 -0.06902
F -0.37704 -0.22913 0.82081
F 1.96508 0.75698 0.78154
F 1.21230 2.63993 -0.76612
F -1.16261 1.62676 -0.87442
F 0.09267 2.29175 1.34759
F 0.93432 0.04645 -1.37735
O -0.35114 6.40201 -1.43273
H -0.81824 5.61478 -1.15291
H 0.34681 6.07744 -2.00173
O 5.77010 -2.74579 0.86123
H 5.42401 -3.50833 0.39756
H 5.52804 -2.00046 0.31157
C 6.30473 4.35983 1.74865
C 6.86125 3.20386 1.02005
C 7.34112 3.54584 -0.41009
O 7.99541 3.00130 1.76076
H 5.44007 4.74873 1.21086
H 6.99333 5.19076 1.90193
H 5.94883 4.01938 2.72103
H 6.20706 2.33206 1.01021
H 7.95353 4.44730 -0.43065
H 6.42981 3.80810 -0.94751
H 7.77229 2.74665 -1.01299
H 8.30412 2.12374 1.52371
C 6.94446 -1.68414 -4.58287
C 5.47113 -1.48455 -4.50297
C 4.75990 -2.82355 -4.71637
O 4.97675 -1.00228 -3.19363
H 7.12668 -2.21635 -5.51649
H 7.35145 -2.22542 -3.72879
H 7.44898 -0.71821 -4.60628
H 5.16024 -0.72602 -5.22136
H 5.10655 -3.19269 -5.68160
H 3.67701 -2.81458 -4.84031
H 4.97108 -3.42898 -3.83492
H 4.05953 -0.72023 -3.16614
C -2.72733 -0.57102 6.95127
C -2.65685 -0.27892 5.42823
C -3.66969 -1.09499 4.58562
O -2.89149 1.06480 5.32666
H -3.72064 -0.54396 7.39926
H -2.11806 0.17576 7.46039
H -2.32601 -1.57586 7.08293
H -1.66446 -0.52018 5.04738
H -3.54140 -0.84820 3.53169
H -4.71534 -0.86468 4.78976
H -3.53665 -2.17630 4.55125
H -2.61780 1.32249 4.44331
C -6.22861 4.14921 0.32669
C -6.02409 4.18333 1.83575
C -4.76843 4.90649 2.11579
O -7.05253 4.80972 2.57070
H -6.49437 5.10842 -0.11761
H -7.05432 3.47050 0.11305
H -5.27181 3.85112 -0.10202
H -6.10210 3.19372 2.28592
H -4.57652 5.09466 3.17214
H -4.80028 5.86834 1.60401
H -3.96245 4.34314 1.64555
H -6.80361 4.83435 3.49755
C -0.99786 -5.84089 -1.24874
C -0.07656 -6.01885 -0.00363
C 1.31986 -5.45300 -0.26965
O -0.61009 -5.37969 1.11388
H -0.76263 -4.98045 -1.87516
H -2.07610 -5.87825 -1.09346
H -0.83931 -6.64256 -1.97005
H 0.01378 -7.08794 0.18867
H 1.38089 -4.47540 -0.74787
H 1.90261 -6.14872 -0.87336
H 1.82938 -5.36157 0.68959
H -0.58803 -4.42682 0.99919
C -4.76828 -2.03217 -1.77955
C -5.18644 -1.88423 -3.24109
C -6.65496 -1.28007 -3.42463
O -4.15232 -1.07788 -3.81250
H -3.68381 -2.13945 -1.80223
H -5.23681 -2.81343 -1.18104
H -4.92066 -1.16389 -1.13847
H -5.24145 -2.86056 -3.72260
H -7.30609 -2.02421 -2.96595
H -6.90975 -1.03152 -4.45487
H -6.56868 -0.33328 -2.89148
H -4.15325 -0.21558 -3.39055
*
```

Values from the calculation:
DFT total energy = -113036.3088 eV
frontier orbital gap = 0.3807 hartree
LUMO energy = 2.24 eV
E_HOMO = -8.12 eV
energy above the lowest of the compared OMol25 structures with the same formula, charge and spin = 137.5 kJ/mol

Results of the Löwdin charge analysis, in e, for atoms 1 through 5:
1 As 0.96
2 F -0.35
3 F -0.32
4 F -0.31
5 F -0.34